1.
Molecular formula: C15H28F3NO13
Method: DFT, wB97M-V/def2-TZVPD

The calculation puts the LUMO energy at -0.0455 Ha. As for the gap between HOMO and LUMO: 7.67 eV. Its energy above the lowest of the compared OMol25 structures with the same formula, charge and spin is 60.0 kcal/mol.

Last column: natural (NBO) charge in e.
CARTESIAN COORDINATES (ANGSTROEM)
1 N 4.488 -1.389 0.917  -0.76
2 H 5.322 -1.200 1.403  0.42
3 H 4.038 -0.558 1.064  0.47
4 H 4.035 -1.885 1.462  0.43
5 H 4.496 -1.679 0.037  0.44
6 O 1.668 -0.574 1.082  -1.36
7 H 0.810 -0.934 0.922  0.41
8 C 1.899 2.538 -0.231  -0.16
9 C 2.656 3.463 0.723  0.44
10 O 2.703 4.759 0.050  -0.50
11 C 1.728 4.691 -0.941  0.97
12 O 1.546 5.629 -1.748  -0.58
13 O 1.382 3.476 -1.122  -0.47
14 F 3.857 3.017 0.834  -0.32
15 H 1.431 1.814 0.386  0.26
16 H 2.483 1.825 -0.810  0.20
17 H 2.212 3.439 1.689  0.15
18 C 0.054 1.062 3.696  -0.16
19 C 0.742 -0.269 4.199  0.43
20 O -0.359 -1.036 4.220  -0.48
21 C -1.477 -0.392 4.029  0.96
22 O -2.671 -0.840 4.068  -0.62
23 O -1.345 0.861 3.836  -0.44
24 F 1.345 -0.054 5.372  -0.34
25 H 0.018 1.184 2.534  0.23
26 H 0.460 1.876 4.303  0.21
27 H 1.644 -0.613 3.530  0.21
28 C -0.226 -3.491 1.114  -0.14
29 C -1.206 -3.731 2.307  0.43
30 O -0.445 -4.451 3.236  -0.44
31 C 0.717 -4.698 2.670  0.96
32 O 1.642 -5.456 3.184  -0.64
33 O 0.810 -4.365 1.453  -0.45
34 F -2.271 -4.516 1.850  -0.35
35 H 0.340 -2.636 1.125  0.21
36 H -0.553 -3.811 0.098  0.22
37 H -1.636 -2.869 2.633  0.18
38 C -3.594 -0.112 0.599  -0.23
39 O -2.699 0.426 -0.392  -0.55
40 C -1.297 -0.005 -0.408  -0.07
41 C -0.584 0.801 -1.563  -0.04
42 O -1.125 0.522 -2.762  -0.53
43 C -0.664 1.347 -3.841  -0.10
44 C -1.546 1.282 -5.010  -0.07
45 O -1.818 0.002 -5.448  -0.54
46 C -2.870 0.029 -6.518  -0.25
47 H -4.496 0.236 0.277  0.20
48 H -3.215 0.175 1.550  0.18
49 H -3.467 -1.216 0.666  0.15
50 H -1.376 -1.047 -0.608  0.16
51 H -0.675 0.036 0.414  0.16
52 H 0.434 0.492 -1.802  0.15
53 H -0.509 1.726 -1.509  0.15
54 H 0.334 0.767 -4.254  0.15
55 H -0.193 2.306 -3.483  0.21
56 H -0.932 1.781 -5.867  0.16
57 H -2.577 1.956 -4.929  0.16
58 H -3.773 0.486 -6.292  0.17
59 H -3.309 -0.817 -6.794  0.20
60 H -2.372 0.633 -7.191  0.18

---

2.
Molecular formula: C15H28F4N2O20PdS4
Method: DFT, wB97M-V/def2-TZVPD

The calculation puts the LUMO energy (alpha / beta) at -0.0922 / -0.2486 Ha. As for the gap between HOMO and LUMO (alpha / beta): 6.48 / 2.22 eV. As for the multiplicity: 3. Its energy above the lowest of the compared OMol25 structures with the same formula, charge and spin is 186.1 kcal/mol. Its expectation value of S² is 2.0131.

Last column: Mulliken spin population.
CARTESIAN COORDINATES (ANGSTROEM)
1 Pd 0.728 -0.074 0.371  0.99
2 N 3.030 0.155 2.682  0.53
3 S 4.453 -0.341 2.749  -0.10
4 O 5.156 -0.661 3.997  0.17
5 O 5.254 0.206 1.676  0.35
6 F 4.052 -1.869 2.323  0.00
7 S 3.271 1.443 3.852  -0.04
8 O 4.324 2.421 3.659  0.03
9 O 2.880 1.150 5.194  0.06
10 F 1.976 2.422 3.475  0.00
11 N -1.583 0.319 -1.905  0.01
12 S -2.955 1.462 -1.939  0.00
13 O -4.145 1.194 -1.124  0.00
14 O -3.067 2.362 -3.062  0.00
15 F -2.353 2.536 -0.895  0.00
16 S -1.784 -0.051 -3.352  0.00
17 O -0.837 0.509 -4.334  0.00
18 O -3.076 -0.398 -3.919  0.00
19 F -1.295 -1.555 -3.267  0.00
20 C -5.359 0.058 3.998  0.00
21 C -4.659 0.374 5.207  0.00
22 O -3.349 0.794 4.822  0.00
23 C -3.168 0.434 3.619  0.00
24 O -2.138 0.598 3.049  0.00
25 O -4.257 -0.085 3.084  0.00
26 H -6.058 0.817 3.646  0.00
27 H -5.798 -0.905 4.260  0.00
28 H -4.520 -0.560 5.750  0.00
29 H -5.242 1.040 5.844  0.00
30 C 3.301 -5.827 -2.081  0.00
31 C 2.787 -4.404 -1.980  0.00
32 O 3.856 -3.536 -2.505  0.00
33 C 3.726 -2.142 -2.490  0.00
34 O 2.979 -1.524 -1.824  0.00
35 O 4.501 -1.502 -3.533  0.00
36 C 4.446 -0.139 -3.860  0.00
37 H 3.966 -6.056 -1.248  0.00
38 H 3.815 -6.077 -3.010  0.00
39 H 2.520 -6.546 -1.835  0.00
40 H 2.626 -4.176 -0.926  0.00
41 H 1.903 -4.089 -2.534  0.00
42 H 4.892 0.245 -4.778  0.00
43 H 4.893 0.501 -3.100  0.00
44 H 3.430 0.255 -3.879  0.00
45 C 0.472 7.581 -2.393  0.00
46 C 0.624 6.371 -1.452  0.00
47 O 1.996 6.028 -1.093  0.00
48 C 2.453 4.729 -0.877  0.00
49 O 1.714 3.800 -0.630  0.00
50 O 3.712 4.567 -1.110  0.00
51 C 4.500 5.690 -1.537  0.00
52 H 0.906 8.492 -1.980  0.00
53 H -0.583 7.838 -2.483  0.00
54 H 0.951 7.494 -3.368  0.00
55 H 0.197 5.548 -2.024  0.00
56 H 0.008 6.624 -0.589  0.00
57 H 4.019 6.448 -2.155  0.00
58 H 5.393 5.270 -1.999  0.00
59 H 4.954 6.156 -0.662  0.00
60 C -5.122 -4.577 -1.262  0.00
61 C -4.585 -3.819 -0.024  0.00
62 O -3.125 -3.819 0.029  0.00
63 C -2.367 -3.683 1.191  0.00
64 O -1.216 -3.147 1.224  0.00
65 O -3.024 -4.169 2.234  0.00
66 C -2.400 -4.188 3.463  0.00
67 H -5.221 -5.613 -0.938  0.00
68 H -4.489 -4.431 -2.137  0.00
69 H -6.149 -4.243 -1.411  0.00
70 H -4.953 -4.217 0.921  0.00
71 H -4.926 -2.786 0.038  0.00
72 H -2.955 -4.880 4.097  0.00
73 H -2.450 -3.155 3.808  0.00
74 H -1.457 -4.687 3.242  0.00

---

3.
Molecular formula: C15H28N2O
Method: DFT, wB97M-V/def2-TZVPD

The SMILES is CC(C)/C=C1\CCCC[C@H]1N(C)C(=O)NC(C)C. The calculation puts the LUMO energy at 0.0272 Ha. As for the gap between HOMO and LUMO: 9.35 eV. Its energy above the lowest of the compared OMol25 structures with the same formula, charge and spin is 0.0 kcal/mol.

Last column: natural (NBO) charge in e.
CARTESIAN COORDINATES (ANGSTROEM)
1 C 2.226 1.537 -3.498  -0.59
2 C 2.629 1.146 -2.072  -0.25
3 C 3.851 0.223 -2.073  -0.60
4 C 1.463 0.583 -1.299  -0.18
5 C 0.840 -0.585 -1.422  0.01
6 C 1.137 -1.662 -2.427  -0.44
7 C -0.167 -2.300 -2.906  -0.40
8 C -0.880 -3.037 -1.767  -0.40
9 C -0.513 -2.440 -0.406  -0.41
10 C -0.326 -0.922 -0.510  -0.08
11 N -0.198 -0.326 0.809  -0.46
12 C 0.952 -0.673 1.607  -0.42
13 C -1.179 0.528 1.234  0.80
14 O -2.101 0.870 0.515  -0.68
15 N -1.030 1.008 2.508  -0.64
16 C -2.065 1.819 3.119  -0.05
17 C -1.417 2.928 3.944  -0.61
18 C -3.000 0.964 3.975  -0.61
19 H 3.050 2.045 -3.994  0.20
20 H 1.956 0.666 -4.088  0.20
21 H 1.370 2.207 -3.472  0.21
22 H 2.928 2.068 -1.561  0.20
23 H 4.105 -0.064 -1.054  0.21
24 H 3.673 -0.680 -2.648  0.20
25 H 4.705 0.740 -2.506  0.21
26 H 1.082 1.251 -0.536  0.21
27 H 1.670 -1.253 -3.283  0.22
28 H 1.772 -2.431 -1.976  0.21
29 H -0.809 -1.507 -3.295  0.20
30 H 0.037 -2.990 -3.727  0.21
31 H -1.959 -2.974 -1.917  0.21
32 H -0.609 -4.095 -1.775  0.20
33 H -1.300 -2.655 0.320  0.22
34 H 0.409 -2.894 -0.036  0.19
35 H -1.242 -0.485 -0.926  0.26
36 H 1.688 -1.144 0.959  0.23
37 H 1.413 0.219 2.038  0.20
38 H 0.698 -1.372 2.413  0.19
39 H -0.435 0.512 3.150  0.38
40 H -2.631 2.251 2.288  0.23
41 H -2.179 3.585 4.351  0.21
42 H -0.745 3.515 3.323  0.22
43 H -0.848 2.503 4.769  0.19
44 H -3.450 0.184 3.365  0.22
45 H -2.450 0.498 4.792  0.19
46 H -3.792 1.576 4.395  0.21

---

4.
Molecular formula: C15H28N2O6P
Method: DFT, wB97M-V/def2-TZVPD

The SMILES is C=CC[C@H]1C=[NH+][C@H](P(=O)(O)O)[C@]1(CCCCCOCC)CON=O. The calculation puts the LUMO energy at -0.1574 Ha. As for the gap between HOMO and LUMO: 7.39 eV. Its total charge is +1.

Last column: natural (NBO) charge in e.
CARTESIAN COORDINATES (ANGSTROEM)
1 C 0.955 -3.647 -2.627  -0.46
2 C 1.148 -3.087 -1.404  -0.13
3 C 0.487 -1.845 -0.903  -0.45
4 C -0.133 -0.991 -2.009  -0.31
5 C -1.448 -1.592 -2.391  0.32
6 N -2.298 -0.725 -2.783  -0.42
7 C -1.727 0.609 -2.703  -0.44
8 P -1.688 1.352 -4.393  2.33
9 O -2.989 1.031 -4.957  -1.09
10 O -0.562 0.668 -5.305  -0.96
11 O -1.478 2.937 -4.392  -0.95
12 C -0.490 0.521 -1.725  0.01
13 C -1.118 0.845 -0.354  -0.41
14 C -0.200 0.757 0.872  -0.41
15 C -0.850 1.481 2.079  -0.38
16 C 0.166 1.527 3.248  -0.44
17 C -0.199 0.542 4.388  -0.05
18 O 0.557 -0.648 4.293  -0.55
19 C 1.708 -0.691 5.134  -0.06
20 C 1.621 -1.938 6.001  -0.62
21 C 0.561 1.470 -2.268  -0.12
22 O 1.699 1.522 -1.400  -0.47
23 N 2.331 2.804 -1.657  0.41
24 O 3.258 2.688 -2.337  -0.18
25 H 1.167 -3.054 -3.514  0.21
26 H 0.661 -4.687 -2.679  0.23
27 H 1.860 -3.565 -0.733  0.23
28 H -0.260 -2.083 -0.144  0.24
29 H 1.234 -1.239 -0.381  0.25
30 H 0.490 -1.000 -2.908  0.27
31 H -1.784 -2.622 -2.378  0.26
32 H -3.250 -0.854 -3.118  0.48
33 H -2.495 1.232 -2.233  0.26
34 H 0.083 1.340 -5.591  0.52
35 H -1.600 3.327 -3.512  0.52
36 H -1.907 0.101 -0.199  0.20
37 H -1.603 1.823 -0.379  0.22
38 H 0.774 1.211 0.729  0.23
39 H -0.097 -0.280 1.182  0.21
40 H -1.103 2.482 1.726  0.19
41 H -1.747 0.935 2.370  0.20
42 H 1.117 1.175 2.855  0.21
43 H 0.238 2.552 3.604  0.22
44 H -1.242 0.252 4.256  0.17
45 H -0.089 1.054 5.345  0.18
46 H 2.594 -0.775 4.498  0.17
47 H 1.833 0.208 5.740  0.17
48 H 0.822 -1.848 6.735  0.21
49 H 2.554 -2.150 6.519  0.21
50 H 1.363 -2.762 5.339  0.21
51 H 0.937 1.155 -3.241  0.20
52 H 0.140 2.482 -2.293  0.19